No. 1
4 unconnected molecules or ions with the total composition C33H47FN3O9P, computed with ωB97M-V with the def2-TZVPD basis set.

Results
SMILES string: COCCCCC[PH](CCF)(CCCOC)C[C@@H]1CO1.O=[N+]([O-])c1ccccc1.O=[N+]([O-])c1ccccc1.O=[N+]([O-])c1ccccc1
E_LUMO in eV: -0.5
Orbital gap in eV: 7.8080

Cartesian coordinates (Å):
C1 -0.70 1.19 4.03
O1 -0.43 -0.15 4.43
C2 -1.33 -1.10 3.90
C3 -0.61 -2.43 3.77
C4 0.62 -2.36 2.86
C5 0.73 -3.57 1.92
C6 0.07 -3.33 0.56
P1 0.83 -2.11 -0.61
C7 2.63 -2.77 -0.34
C8 3.48 -2.12 0.76
F1 2.87 -1.02 1.36
C9 0.95 -2.61 -2.41
C10 1.61 -1.44 -3.21
C11 0.79 -0.98 -4.41
O2 0.27 0.33 -4.23
C12 -1.07 0.45 -4.71
C13 -0.94 -1.38 -1.00
C14 -1.33 -0.46 0.10
C15 -2.87 0.10 0.10
O3 -1.48 0.80 -0.28
H1 0.04 1.54 3.31
H2 -1.70 1.29 3.61
H3 -0.63 1.83 4.92
H4 -1.70 -0.82 2.91
H5 -2.21 -1.21 4.53
H6 -1.34 -3.14 3.37
H7 -0.34 -2.78 4.76
H8 1.50 -2.39 3.50
H9 0.69 -1.41 2.32
H10 1.75 -3.96 1.87
H11 0.15 -4.37 2.39
H12 0.05 -4.28 0.01
H13 -0.98 -3.10 0.76
H14 1.21 -0.78 -0.32
H15 3.18 -2.69 -1.27
H16 2.58 -3.84 -0.13
H17 4.44 -1.80 0.35
H18 3.72 -2.84 1.54
H19 -0.07 -2.69 -2.77
H20 1.48 -3.55 -2.52
H21 1.77 -0.59 -2.55
H22 2.60 -1.77 -3.52
H23 1.46 -0.95 -5.28
H24 0.02 -1.72 -4.63
H25 -1.78 0.33 -3.89
H26 -1.20 1.46 -5.09
H27 -1.29 -0.25 -5.50
H28 -1.72 -2.14 -1.09
H29 -0.93 -0.73 -1.88
H30 -0.92 -0.68 1.09
H31 -3.45 0.86 -0.43
H32 -3.11 -0.67 -0.67
C16 4.84 1.92 -3.73
C17 6.20 1.74 -3.94
C18 6.64 1.06 -5.06
C19 5.71 0.58 -5.96
C20 4.35 0.75 -5.77
C21 3.92 1.43 -4.64
N1 6.18 -0.13 -7.17
O4 7.37 -0.28 -7.30
O5 5.34 -0.51 -7.95
H33 4.50 2.46 -2.85
H34 6.92 2.13 -3.23
H35 7.70 0.91 -5.23
H36 3.64 0.36 -6.48
H37 2.86 1.57 -4.47
C22 0.77 4.17 -1.19
C23 0.24 3.32 -0.23
C24 0.18 3.72 1.09
C25 0.64 4.97 1.44
C26 1.18 5.84 0.50
C27 1.24 5.43 -0.82
N2 0.55 5.41 2.84
O6 0.10 4.62 3.65
O7 0.94 6.52 3.11
H38 0.82 3.86 -2.22
H39 -0.12 2.34 -0.50
H40 -0.23 3.06 1.84
H41 1.54 6.81 0.79
H42 1.66 6.09 -1.57
C28 -7.27 0.58 5.89
C29 -5.91 0.31 5.77
C30 -5.45 -0.50 4.74
C31 -6.37 -1.03 3.85
C32 -7.72 -0.78 3.96
C33 -8.17 0.03 4.99
N3 -5.88 -1.87 2.75
O8 -4.69 -2.09 2.69
O9 -6.70 -2.29 1.96
H43 -7.62 1.22 6.69
H44 -5.21 0.74 6.47
H45 -4.40 -0.71 4.65
H46 -8.42 -1.20 3.25
H47 -9.23 0.24 5.08

Löwdin population analysis, charges in e, atoms 1 to 2: -0.089 -0.171


No. 2
A molecular structure, C33H49BN10O3PdS3, computed with ωB97M-V with the def2-TZVPD basis set.

Results
E_LUMO in eV: -6.1
Charge: +2
Energy above the lowest of the compared OMol25 structures with the same formula, charge and spin in kcal per mole: 0.00
Orbital gap in eV: 6.5767

Cartesian coordinates (Å):
Pd1 -0.22 -0.07 0.84
C1 4.60 -2.70 0.51
C2 3.72 -2.74 -0.74
C3 4.53 -3.33 -1.89
C4 2.46 -3.57 -0.54
N1 3.35 -1.31 -1.10
C5 3.79 -0.68 -2.25
C6 3.33 0.58 -2.23
N2 2.61 0.75 -1.06
B1 1.99 2.12 -0.69
N3 0.47 2.17 -1.12
C7 0.15 1.72 -2.39
C8 -1.04 2.25 -2.74
N4 -1.49 3.00 -1.68
C9 -0.55 2.92 -0.72
S1 -0.73 3.55 0.91
C10 -2.74 3.84 -1.68
C11 -2.35 5.27 -1.28
C12 -3.77 3.25 -0.72
C13 -3.31 3.87 -3.09
N5 2.32 2.47 0.79
C14 3.61 2.83 1.09
C15 3.73 2.88 2.44
N6 2.49 2.58 2.97
C16 1.67 2.33 1.95
S2 -0.04 1.93 2.04
C17 2.18 2.50 4.45
C18 1.14 3.57 4.79
C19 1.69 1.09 4.77
C20 3.46 2.78 5.23
C21 2.63 -0.43 -0.39
S3 1.95 -0.68 1.19
H1 4.91 -3.72 0.74
H2 4.07 -2.32 1.38
H3 5.49 -2.10 0.34
H4 4.79 -4.35 -1.62
H5 5.46 -2.79 -2.06
H6 3.95 -3.37 -2.81
H7 2.75 -4.62 -0.47
H8 1.79 -3.47 -1.40
H9 1.92 -3.30 0.36
H10 4.39 -1.18 -2.99
H11 3.47 1.39 -2.92
H12 2.54 2.95 -1.36
H13 0.81 1.08 -2.95
H14 -1.60 2.14 -3.64
H15 -2.04 5.35 -0.23
H16 -3.21 5.92 -1.39
H17 -1.55 5.65 -1.92
H18 -3.40 3.17 0.30
H19 -4.09 2.26 -1.06
H20 -4.64 3.91 -0.72
H21 -2.59 4.26 -3.81
H22 -4.17 4.52 -3.09
H23 -3.65 2.88 -3.41
H24 4.34 3.02 0.33
H25 4.58 3.13 3.05
H26 0.17 3.36 4.36
H27 1.48 4.55 4.45
H28 1.02 3.61 5.87
H29 0.75 0.84 4.27
H30 1.52 1.01 5.84
H31 2.44 0.35 4.48
H32 3.84 3.78 5.06
H33 4.24 2.04 5.01
H34 3.23 2.70 6.29
C22 -6.37 -1.61 1.04
C23 -6.07 -2.06 -0.38
C24 -6.54 -1.03 -1.41
C25 -4.60 -2.42 -0.57
N7 -3.70 -1.28 -0.35
C26 -3.15 -0.84 0.77
N8 -2.39 0.21 0.48
N9 -2.49 0.37 -0.87
N10 -3.27 -0.50 -1.36
H35 -7.44 -1.49 1.19
H36 -5.91 -0.64 1.26
H37 -6.01 -2.34 1.78
H38 -6.60 -3.00 -0.57
H39 -6.01 -0.08 -1.28
H40 -7.60 -0.83 -1.29
H41 -6.37 -1.37 -2.43
H42 -4.38 -2.75 -1.58
H43 -4.28 -3.20 0.12
H44 -3.30 -1.28 1.74
O1 -0.96 -5.35 1.13
C27 -1.27 -5.12 -0.17
C28 -1.58 -6.16 -1.04
C29 -1.86 -5.90 -2.37
C30 -1.83 -4.60 -2.86
C31 -1.51 -3.56 -2.00
C32 -1.24 -3.81 -0.65
C33 -0.95 -2.66 0.25
O2 -0.31 -1.66 -0.33
O3 -1.34 -2.60 1.41
H45 -1.01 -6.30 1.31
H46 -1.60 -7.18 -0.68
H47 -2.11 -6.72 -3.03
H48 -2.05 -4.39 -3.90
H49 -1.47 -2.54 -2.35

Löwdin population analysis, charges in e, atoms 1 to 2: 0.592 -0.026


No. 3
A molecular structure, C33H49BrNP3V, computed with ωB97M-V with the def2-TZVPD basis set.

Results
E_LUMO (spin up / spin down) in eV: -5.7 / -6.9
Charge: +2
Spin multiplicity: 4
Energy above the lowest of the compared OMol25 structures with the same formula, charge and spin in kcal per mole: 66.57
Orbital gap (spin up / spin down) in eV: 7.2257 / 5.8919

Cartesian coordinates (Å):
C1 0.47 6.22 -2.27
C2 0.38 4.82 -2.42
C3 -0.20 4.39 -3.65
C4 -0.77 5.31 -4.54
N1 -0.76 6.63 -4.31
C5 -0.14 7.07 -3.23
C6 0.61 3.82 -1.33
C7 -0.27 2.89 -0.90
C8 -1.17 1.83 -1.14
C9 -0.73 0.70 -1.89
C10 -1.66 -0.19 -2.35
C11 -2.93 -0.21 -1.76
C12 -3.44 0.96 -1.15
C13 -2.56 1.97 -0.85
V1 1.08 2.14 0.09
P1 2.11 -0.03 0.48
H1 -0.31 3.34 -3.89
H2 0.89 6.71 -1.40
H3 -1.28 4.99 -5.45
H4 -0.13 8.16 -3.10
H5 -2.89 2.90 -0.39
H6 0.33 0.57 -2.16
H7 -4.50 1.01 -0.90
H8 -1.36 -0.84 -3.18
C14 1.33 -1.34 1.54
C15 1.96 -2.73 1.52
H9 0.28 -1.37 1.22
H10 1.32 -0.92 2.56
H11 1.58 -3.32 2.36
H12 1.74 -3.30 0.61
H13 3.06 -2.69 1.63
C16 2.64 -0.99 -0.98
C17 3.43 -0.21 -2.03
H14 1.72 -1.40 -1.43
H15 3.21 -1.85 -0.61
H16 3.71 -0.89 -2.83
H17 2.84 0.61 -2.47
H18 4.35 0.22 -1.62
C18 3.64 0.44 1.42
C19 4.72 -0.64 1.51
H19 3.33 0.72 2.44
H20 4.05 1.34 0.95
H21 5.63 -0.20 1.92
H22 4.44 -1.46 2.18
H23 4.99 -1.06 0.52
Br1 -2.36 -1.47 0.45
P2 -2.13 -2.96 -1.14
C20 -0.38 -3.25 -1.41
C21 -0.11 -4.72 -1.71
H24 0.13 -2.94 -0.50
H25 -0.03 -2.61 -2.22
H26 0.96 -4.92 -1.82
H27 -0.47 -5.35 -0.88
H28 -0.62 -5.06 -2.63
C22 -2.85 -4.47 -0.49
C23 -4.39 -4.56 -0.46
H29 -2.44 -4.52 0.51
H30 -2.49 -5.31 -1.09
H31 -4.73 -4.85 0.54
H32 -4.91 -3.63 -0.72
H33 -4.77 -5.33 -1.16
C24 -3.25 -2.46 -2.43
C25 -2.68 -2.57 -3.81
H34 -3.60 -1.12 -2.14
H35 -4.19 -3.01 -2.35
H36 -2.79 -1.61 -4.35
H37 -1.63 -2.87 -3.86
H38 -3.24 -3.31 -4.38
C26 -1.59 2.19 2.48
P3 0.22 1.97 2.29
C27 0.96 3.65 2.47
C28 0.63 1.09 3.85
C29 -0.24 0.09 4.34
C30 0.08 -0.62 5.49
C31 1.29 -0.39 6.17
C32 2.17 0.56 5.64
C33 1.86 1.28 4.50
H39 -1.99 2.88 1.73
H40 -1.82 2.57 3.48
H41 -2.10 1.23 2.32
H42 0.39 4.17 3.24
H43 2.01 3.56 2.79
H44 0.92 4.22 1.53
H45 -1.16 -0.16 3.80
H46 -0.62 -1.36 5.88
H47 1.52 -0.93 7.08
H48 3.13 0.73 6.13
H49 2.57 2.01 4.10

Löwdin population analysis, charges in e, atoms 1 to 2: -0.015 -0.220


No. 4
A molecular structure, C33H50As3N5OZr, computed with ωB97M-V with the def2-TZVPD basis set.

Results
E_LUMO in eV: -6.1
Charge: +2
Energy above the lowest of the compared OMol25 structures with the same formula, charge and spin in kcal per mole: 4.49
Orbital gap in eV: 6.3726

Cartesian coordinates (Å):
Zr1 -0.32 0.63 0.64
C1 -2.75 2.68 -1.02
N1 -1.78 2.62 0.09
C2 -2.23 3.31 1.31
C3 -1.06 3.33 2.22
N2 -0.06 2.48 2.09
C4 0.82 2.77 3.14
C5 2.03 2.17 3.50
C6 2.68 2.69 4.60
C7 2.17 3.77 5.33
C8 0.97 4.37 4.98
C9 0.32 3.84 3.87
N3 -0.89 4.17 3.26
C10 -3.71 1.55 -0.94
N4 -3.35 0.33 -0.68
C11 -4.53 -0.42 -0.75
C12 -4.76 -1.79 -0.58
C13 -6.06 -2.25 -0.71
C14 -7.12 -1.38 -1.00
C15 -6.91 -0.03 -1.18
C16 -5.60 0.42 -1.05
N5 -5.04 1.69 -1.16
H1 -2.18 2.62 -1.94
H2 -3.28 3.64 -1.02
H3 -0.94 3.10 -0.23
H4 -3.07 2.76 1.75
H5 -2.58 4.33 1.10
H6 2.43 1.34 2.95
H7 3.62 2.25 4.92
H8 2.71 4.15 6.18
H9 0.57 5.20 5.54
H10 -1.51 4.92 3.53
H11 -3.96 -2.49 -0.36
H12 -6.26 -3.30 -0.58
H13 -8.12 -1.78 -1.10
H14 -7.72 0.65 -1.42
H15 -5.53 2.54 -1.39
C17 -2.21 -0.28 2.06
C18 -1.26 0.14 3.00
C19 -0.10 -0.66 2.85
C20 -0.38 -1.63 1.85
C21 -1.66 -1.39 1.35
H16 -3.21 0.11 1.93
H17 -1.38 0.93 3.72
H18 0.79 -0.59 3.45
H19 0.28 -2.43 1.53
H20 -2.16 -1.95 0.58
C22 -1.82 -1.94 -2.48
As1 -0.41 -0.72 -1.94
C23 -0.53 0.59 -3.36
C24 1.04 -1.91 -2.51
C25 2.50 -1.58 -2.21
C26 2.80 -0.14 -2.63
C27 2.83 -1.81 -0.73
As2 2.39 -0.46 0.62
C28 3.09 -1.43 2.15
C29 3.84 0.81 0.38
C30 3.40 -2.50 -3.06
As3 3.62 -4.48 -2.89
C31 4.68 -4.60 -1.24
C32 1.93 -5.13 -2.13
H21 -1.58 -2.32 -3.47
H22 -2.78 -1.43 -2.49
H23 -1.88 -2.78 -1.78
H24 -0.26 0.12 -4.31
H25 0.12 1.43 -3.16
H26 -1.56 0.93 -3.43
H27 0.90 -1.99 -3.59
H28 0.77 -2.88 -2.09
H29 2.19 0.59 -2.08
H30 2.60 -0.01 -3.70
H31 3.85 0.11 -2.47
H32 3.91 -1.91 -0.61
H33 2.39 -2.74 -0.37
H34 4.08 -1.79 1.89
H35 2.45 -2.28 2.39
H36 3.16 -0.79 3.03
H37 4.76 0.26 0.23
H38 3.93 1.42 1.28
H39 3.65 1.46 -0.47
H40 4.43 -2.15 -2.99
H41 3.12 -2.36 -4.11
H42 5.55 -3.96 -1.32
H43 5.03 -5.63 -1.15
H44 4.12 -4.35 -0.34
H45 1.11 -5.01 -2.84
H46 1.67 -4.68 -1.17
H47 2.07 -6.20 -1.97
C33 1.45 3.05 -0.61
O1 0.73 1.85 -0.56
H48 2.08 3.07 -1.51
H49 2.09 3.18 0.27
H50 0.79 3.93 -0.67

Löwdin population analysis, charges in e, atoms 1 to 2: 1.507 -0.092


| no. | largest force on an atom (eV Å⁻¹) |
| --- | --- |
| 1 | 2.114 |
| 2 | 0.559 |
| 3 | 3.812 |
| 4 | 0.434 |